{"formula": "C13H7AlCl2N3O3Tm", "method": "ωB97M-V with the def2-TZVPD basis set", "species": ["Tm", "Al", "Cl", "Cl", "C", "C", "C", "O", "O", "O", "N", "C", "C", "C", "C", "C", "C", "C", "N", "C", "C", "N", "C", "H", "H", "H", "H", "H", "H", "H"], "xyz": [[-1.55, -0.20, -6.10], [-0.35, 0.19, -2.68], [0.19, -1.31, -4.33], [-2.21, 1.06, -3.44], [1.19, 1.59, -2.29], [-0.34, -1.59, -7.38], [0.04, 0.87, -7.30], [1.99, 2.33, -1.91], [0.64, -2.11, -7.74], [0.96, 1.16, -7.94], [-0.04, 1.71, 7.49], [-0.04, 1.35, 6.38], [-0.03, 0.88, 5.02], [-0.85, 1.48, 4.06], [-0.82, 1.03, 2.73], [0.00, -0.05, 2.42], [0.83, -0.67, 3.36], [0.82, -0.18, 4.66], [-0.07, -0.58, 1.10], [0.35, -1.85, 0.69], [0.13, -1.93, -0.64], [-0.42, -0.71, -1.07], [-0.55, 0.07, 0.03], [-1.53, 2.29, 4.34], [-1.45, 1.49, 1.97], [1.47, -1.50, 3.07], [1.47, -0.63, 5.41], [0.78, -2.55, 1.37], [0.29, -2.75, -1.33], [-0.89, 1.10, 0.05]], "charge": 4, "s2": 2.11, "total_energy_ha": -3136.04072, "largest_force_ev_per_a": 8.67, "gap_ev": [7.13, 4.16], "multiplicity": 3, "e_lumo_ev": [-13.92, -16.54]}

***

{"formula": "C4H11NO", "method": "ωB97M-V with the def2-TZVPD basis set", "species": ["C", "C", "C", "N", "C", "O", "H", "H", "H", "H", "H", "H", "H", "H", "H", "H", "H"], "xyz": [[-1.44, 1.58, -0.86], [-0.88, 0.15, -0.77], [0.09, -0.04, 0.40], [1.20, 0.88, 0.29], [0.52, -1.51, 0.51], [1.39, -1.62, 1.65], [-1.79, 1.73, -1.86], [-0.69, 2.32, -0.61], [-2.30, 1.67, -0.20], [-0.41, -0.09, -1.68], [-1.67, -0.60, -0.68], [-0.45, 0.19, 1.33], [1.86, 0.59, -0.42], [1.73, 0.84, 1.15], [1.05, -1.74, -0.41], [-0.34, -2.14, 0.74], [2.13, -2.20, 1.42]], "charge": 0, "total_energy_ha": -288.98644, "largest_force_ev_per_a": 1.48, "gap_ev": 10.21, "de_lowest_kcal_mol": 19.2, "e_lumo_ev": 0.89, "smiles": "CC[C@H](N)CO"}

***

{"formula": "C21H43O16", "method": "ωB97M-V with the def2-TZVPD basis set", "species": ["C", "O", "H", "H", "H", "C", "C", "O", "C", "O", "O", "C", "H", "H", "H", "H", "H", "H", "H", "H", "C", "C", "O", "C", "O", "O", "C", "H", "H", "H", "H", "H", "H", "H", "H", "C", "C", "O", "C", "O", "O", "C", "H", "H", "H", "H", "H", "H", "H", "H", "C", "C", "O", "C", "O", "O", "C", "H", "H", "H", "H", "H", "H", "H", "H", "C", "C", "O", "C", "O", "O", "C", "H", "H", "H", "H", "H", "H", "H", "H"], "xyz": [[-2.28, 10.97, -1.04], [-1.34, 10.49, -1.98], [-3.12, 11.49, -1.49], [-2.55, 10.18, -0.33], [-1.69, 11.58, -0.35], [-2.37, 15.02, -3.39], [-1.29, 13.96, -3.25], [-0.09, 14.56, -3.42], [1.09, 13.94, -3.62], [1.26, 12.72, -3.52], [2.06, 14.88, -3.79], [3.47, 14.45, -3.97], [-3.36, 14.58, -3.31], [-2.18, 15.60, -4.29], [-2.23, 15.72, -2.57], [-1.46, 13.10, -3.89], [-1.45, 13.40, -2.32], [4.17, 15.28, -3.87], [3.66, 13.89, -4.89], [3.76, 13.75, -3.19], [5.68, 13.74, -0.69], [4.86, 12.75, 0.02], [3.65, 13.39, 0.39], [2.38, 12.83, 0.20], [2.07, 11.72, -0.28], [1.61, 13.76, 0.66], [0.23, 13.65, 0.69], [6.57, 13.21, -1.04], [5.86, 14.49, 0.08], [5.12, 14.11, -1.56], [5.28, 12.47, 0.99], [4.77, 11.86, -0.60], [-0.14, 14.36, 1.43], [-0.02, 12.65, 1.03], [-0.26, 13.97, -0.23], [-5.69, 11.80, 0.89], [-4.83, 11.13, 1.97], [-5.35, 9.81, 2.03], [-4.68, 9.00, 2.96], [-3.75, 9.28, 3.70], [-5.16, 7.81, 2.73], [-4.95, 6.70, 3.63], [-6.40, 12.44, 1.40], [-6.23, 11.03, 0.33], [-5.03, 12.47, 0.34], [-4.71, 11.63, 2.94], [-3.86, 11.09, 1.47], [-5.21, 7.09, 4.61], [-3.90, 6.39, 3.66], [-5.52, 5.80, 3.41], [3.27, 4.55, -0.76], [2.18, 5.06, -1.80], [0.90, 5.15, -1.15], [0.11, 6.24, -1.53], [0.40, 7.14, -2.38], [-1.11, 6.18, -0.84], [-2.01, 7.34, -0.74], [4.28, 4.74, -1.12], [2.95, 3.53, -0.59], [3.13, 5.28, 0.04], [2.10, 4.32, -2.60], [2.51, 6.01, -2.22], [-1.93, 7.98, -1.62], [-1.87, 7.83, 0.22], [-3.01, 6.91, -0.67], [-4.31, 10.40, -5.65], [-2.84, 10.12, -5.28], [-2.59, 8.69, -5.15], [-1.32, 8.26, -5.13], [-0.30, 8.97, -4.75], [-1.27, 7.04, -5.57], [-0.01, 6.53, -5.88], [-4.63, 10.08, -6.65], [-4.58, 11.43, -5.44], [-4.92, 9.82, -4.96], [-2.46, 10.63, -4.40], [-2.26, 10.55, -6.11], [0.72, 6.75, -5.10], [0.37, 6.96, -6.81], [-0.05, 5.46, -6.06]], "charge": -1, "total_energy_ha": -2029.67110, "largest_force_ev_per_a": 7.51, "gap_ev": 4.78, "de_lowest_kcal_mol": 82.7, "e_lumo_ev": 2.62}

***

{"formula": "C19H28CuFO2", "method": "ωB97M-V with the def2-TZVPD basis set", "species": ["O", "C", "C", "H", "H", "C", "H", "H", "C", "H", "H", "H", "C", "H", "H", "H", "Cu", "C", "C", "C", "H", "C", "C", "H", "H", "H", "H", "C", "C", "C", "H", "C", "C", "H", "H", "H", "H", "O", "C", "C", "H", "H", "C", "H", "H", "C", "H", "H", "H", "H", "F"], "xyz": [[-0.35, -0.15, -2.37], [-0.59, 1.14, -3.00], [-0.48, 0.74, -4.46], [0.15, 1.89, -2.70], [-1.62, 1.48, -2.74], [-0.36, -0.64, -3.77], [0.43, 1.10, -4.95], [-1.39, 0.90, -5.06], [0.95, -1.36, -4.17], [1.78, -0.65, -4.07], [0.88, -1.71, -5.21], [1.13, -2.21, -3.50], [-1.62, -1.44, -4.07], [-2.49, -0.78, -3.95], [-1.72, -2.30, -3.40], [-1.61, -1.79, -5.12], [-0.80, -0.38, 1.90], [-2.75, -0.60, 4.44], [-2.64, 0.83, 4.48], [-2.64, 1.32, 3.15], [-2.68, 1.42, 5.40], [-2.76, 0.19, 2.24], [-2.93, -1.00, 3.09], [-3.16, -2.00, 2.71], [-2.79, -1.25, 5.30], [-2.59, 2.37, 2.84], [-3.15, 0.23, 1.21], [0.49, -1.53, 4.38], [-0.10, -2.12, 3.22], [0.79, -1.88, 2.10], [-0.95, -2.79, 3.21], [1.98, -1.25, 2.63], [1.77, -1.01, 4.02], [2.48, -0.54, 4.70], [0.04, -1.52, 5.37], [0.73, -2.41, 1.15], [2.91, -1.10, 2.09], [2.62, 0.52, -1.72], [1.93, 0.18, -0.48], [1.11, 1.42, -0.04], [2.66, 0.00, 0.34], [1.31, -0.73, -0.58], [1.78, 2.57, -0.79], [1.05, 1.51, 1.07], [0.08, 1.27, -0.35], [2.91, 1.93, -1.60], [2.13, 3.37, -0.14], [1.07, 3.04, -1.47], [3.83, 2.12, -1.02], [3.03, 2.30, -2.62], [0.14, 1.28, 2.31]], "charge": -1, "s2": 0.77, "total_energy_ha": -2631.45766, "largest_force_ev_per_a": 3.14, "gap_ev": [6.28, 5.18], "de_lowest_kcal_mol": 0.0, "multiplicity": 2, "e_lumo_ev": [2.63, 1.81]}

***

{"formula": "C38H39FI2N3O2PSn", "method": "ωB97M-V with the def2-TZVPD basis set", "species": ["Sn", "C", "C", "C", "C", "C", "C", "C", "C", "N", "C", "C", "C", "C", "N", "C", "C", "C", "C", "C", "C", "C", "C", "H", "H", "H", "H", "H", "H", "H", "H", "H", "H", "H", "H", "H", "H", "H", "H", "H", "H", "H", "H", "H", "H", "H", "H", "I", "C", "C", "C", "I", "C", "C", "C", "C", "N", "C", "C", "O", "H", "H", "H", "H", "F", "C", "P", "C", "C", "C", "C", "C", "C", "C", "H", "H", "H", "H", "H", "H", "H", "H", "H", "H", "H", "O", "C"], "xyz": [[0.24, 0.22, 0.16], [4.02, -1.59, -0.31], [3.88, -0.43, -1.22], [4.64, -0.50, -2.41], [4.64, 0.55, -3.31], [4.08, 1.82, -2.94], [3.38, 1.88, -1.74], [2.67, 3.16, -1.41], [3.28, 0.79, -0.83], [2.58, 0.85, 0.38], [3.07, 1.54, 1.42], [4.47, 2.06, 1.49], [2.23, 1.52, 2.64], [2.91, 1.97, 3.90], [1.02, 1.14, 2.51], [0.11, 1.06, 3.52], [0.00, -0.09, 4.44], [0.79, -1.36, 4.30], [-0.90, -0.02, 5.49], [-1.66, 1.12, 5.76], [-1.67, 2.14, 4.87], [-0.89, 2.09, 3.66], [-1.11, 3.08, 2.61], [3.46, -2.46, -0.60], [3.66, -1.41, 0.75], [5.08, -1.89, -0.33], [5.16, -1.43, -2.63], [5.15, 0.44, -4.27], [4.09, 2.69, -3.56], [1.64, 2.87, -1.12], [2.59, 3.83, -2.29], [3.16, 3.76, -0.62], [4.67, 2.50, 0.46], [5.25, 1.33, 1.70], [4.51, 2.91, 2.13], [3.00, 3.08, 3.91], [3.96, 1.57, 4.00], [2.31, 1.64, 4.75], [1.28, -1.37, 3.33], [0.15, -2.24, 4.40], [1.58, -1.35, 5.08], [-0.90, -0.87, 6.17], [-2.39, 1.10, 6.57], [-2.35, 2.98, 4.98], [-0.97, 4.09, 3.06], [-2.16, 3.12, 2.18], [-0.41, 2.89, 1.79], [-0.35, 3.27, -5.30], [-0.36, 1.26, -4.80], [-0.79, 0.34, -5.76], [-0.87, -1.00, -5.42], [-1.73, -2.22, -6.87], [-0.47, -1.55, -4.21], [-0.28, -2.93, -4.02], [0.16, -3.37, -2.83], [0.50, -2.43, -1.84], [0.45, -1.11, -2.03], [-0.05, -0.64, -3.21], [-0.08, 0.78, -3.41], [0.15, 1.61, -2.46], [-1.11, 0.68, -6.74], [-0.42, -3.66, -4.78], [0.37, -4.43, -2.61], [0.77, -2.73, -0.84], [1.06, -1.69, 0.67], [-3.11, -1.46, 2.02], [-2.49, -1.54, 0.26], [-2.14, -3.34, 0.20], [-4.09, -1.39, -0.55], [-4.95, -0.35, -0.15], [-6.23, -0.35, -0.59], [-6.70, -1.27, -1.55], [-5.80, -2.14, -2.10], [-4.46, -2.21, -1.61], [-3.99, -2.17, 2.19], [-3.55, -0.42, 2.15], [-2.29, -1.56, 2.74], [-3.08, -3.80, 0.38], [-1.56, -3.56, 1.09], [-1.64, -3.67, -0.73], [-4.54, 0.42, 0.53], [-6.76, 0.48, -0.21], [-7.75, -1.40, -1.73], [-6.09, -2.79, -2.92], [-3.74, -2.93, -2.11], [-2.78, 2.79, -1.97], [-2.53, 1.71, -1.71]], "charge": 2, "total_energy_ha": -3036.50158, "largest_force_ev_per_a": 4.91, "gap_ev": [5.85, 4.04], "de_lowest_kcal_mol": 45.9, "e_lumo_ev": [-7.38, -8.98]}

***

{"formula": "C6H10FN", "method": "ωB97M-V with the def2-TZVPD basis set", "species": ["C", "C", "C", "C", "C", "C", "N", "F", "H", "H", "H", "H", "H", "H", "H", "H", "H", "H"], "xyz": [[-0.60, -1.19, 0.32], [0.09, -0.16, -0.09], [-2.06, -1.02, 0.41], [-0.86, 0.95, -0.55], [-2.30, 0.43, -0.04], [2.81, -0.38, -0.04], [3.27, 0.94, 0.00], [3.12, -1.24, 0.95], [-0.20, -2.09, 0.88], [-2.46, -1.77, -0.30], [-2.50, -1.26, 1.38], [-0.65, 2.05, -0.14], [-0.70, 1.12, -1.59], [-3.11, 0.47, -0.90], [-2.77, 1.13, 0.73], [2.58, -0.91, -0.96], [3.21, 1.34, -0.92], [3.14, 1.59, 0.87]], "charge": 0, "total_energy_ha": -389.04241, "largest_force_ev_per_a": 4.11, "gap_ev": [8.83, 7.24], "de_lowest_kcal_mol": 108.1, "e_lumo_ev": [0.76, 0.14]}